# 1
C42H39N8O4Re | ωB97M-V/def2-TZVPD

Element x y z (Å)
Re 1.23 0.35 -0.70
C -1.58 -2.63 -2.40
C -2.31 -1.42 -1.89
C -3.66 -1.53 -1.56
C -4.37 -0.44 -1.11
C -3.75 0.79 -1.00
C -2.41 0.95 -1.34
C -1.81 2.33 -1.35
C -1.69 -0.18 -1.74
N -0.28 -0.09 -2.01
C 0.08 -0.14 -3.34
O -0.65 -0.07 -4.30
C 1.56 -0.45 -3.49
C 2.21 -0.94 -4.61
C 3.48 -1.48 -4.43
C 4.03 -1.64 -3.16
C 3.32 -1.13 -2.09
N 2.19 -0.47 -2.31
C 3.47 -1.52 -0.63
O 4.39 -2.21 -0.25
N 2.35 -1.16 0.10
C 2.06 -1.96 1.25
C 1.60 -3.27 1.03
C 1.51 -3.85 -0.35
C 1.23 -4.04 2.12
C 1.31 -3.54 3.41
C 1.80 -2.26 3.62
C 2.21 -1.46 2.55
C 2.87 -0.14 2.83
H -2.02 -3.54 -2.01
H -0.52 -2.61 -2.12
H -1.63 -2.67 -3.49
H -4.15 -2.50 -1.66
H -5.42 -0.54 -0.85
H -4.32 1.66 -0.69
H -2.51 3.05 -0.93
H -1.58 2.63 -2.37
H -0.89 2.40 -0.78
H 1.71 -0.93 -5.56
H 4.01 -1.87 -5.29
H 4.94 -2.19 -2.98
H 1.24 -3.10 -1.09
H 0.76 -4.64 -0.39
H 2.47 -4.28 -0.65
H 0.87 -5.05 1.96
H 1.01 -4.15 4.25
H 1.91 -1.88 4.62
H 2.64 0.19 3.85
H 2.58 0.64 2.13
H 3.95 -0.26 2.75
C 1.71 3.89 -3.44
C 2.01 3.02 -2.26
O 1.19 2.10 -2.04
C 3.18 3.25 -1.44
C 4.09 4.28 -1.78
C 5.18 4.55 -1.00
C 5.40 3.79 0.16
C 4.53 2.78 0.52
C 3.41 2.49 -0.27
O 2.62 1.52 0.13
H 0.79 3.56 -3.90
H 2.52 3.83 -4.17
H 1.62 4.94 -3.14
H 3.92 4.86 -2.67
H 5.87 5.33 -1.27
H 6.26 4.00 0.78
H 4.69 2.19 1.41
C -1.21 -1.49 1.13
C -0.80 -0.15 1.63
N 0.04 0.69 1.02
C 0.15 1.81 1.82
C -0.64 1.65 2.91
N -1.23 0.40 2.77
C -2.10 -0.19 3.79
N -3.33 -0.69 3.27
N -3.57 -2.03 3.21
N -4.72 -2.23 2.72
C -5.30 -1.01 2.43
C -6.56 -0.71 1.91
C -6.87 0.62 1.75
C -5.95 1.63 2.11
C -4.71 1.35 2.62
C -4.41 -0.01 2.78
H -0.62 -1.75 0.26
H -2.27 -1.47 0.84
H -1.07 -2.24 1.90
H 0.79 2.64 1.56
H -0.83 2.28 3.75
H -2.30 0.60 4.51
H -1.59 -1.02 4.29
H -7.26 -1.50 1.64
H -7.83 0.90 1.35
H -6.24 2.67 1.97
H -4.02 2.14 2.89

The value obtained for the LUMO energy (alpha / beta) is -3.04 / -4.09 eV. Its HOMO-LUMO gap (alpha / beta) is 7.5 / 7.0 eV. Its expectation value of S² is 3.772. For the highest occupied orbital energy (alpha / beta), the calculation gives -10.539 / -11.130 eV. As for the net charge: +1. Its spin multiplicity is 4. The value obtained for the electronic energy is -66425.3844 eV. The calculation puts the max |F| at 0.450 eV Å⁻¹.


# 2
C42H40AsO3PdS3 | ωB97M-V/def2-TZVPD

Element x y z (Å)
Pd -0.21 0.07 0.34
S -2.00 -1.55 0.65
C -3.47 -0.86 0.17
C -4.54 -1.75 -0.09
C -5.76 -1.25 -0.50
C -5.93 0.12 -0.63
C -4.88 1.02 -0.38
C -3.66 0.54 0.02
As -2.20 1.73 0.46
C -2.75 3.40 -0.28
C -3.48 4.32 0.46
C -3.94 5.47 -0.16
C -3.67 5.69 -1.51
C -2.94 4.76 -2.24
C -2.47 3.61 -1.63
C -2.39 2.02 2.37
C -3.01 1.12 3.21
C -3.04 1.34 4.62
C -2.47 2.47 5.18
C -1.84 3.39 4.34
C -1.78 3.15 2.93
H -4.39 -2.82 0.02
H -6.58 -1.93 -0.71
H -6.89 0.51 -0.94
H -5.04 2.08 -0.49
H -3.73 4.14 1.50
H -4.53 6.18 0.40
H -4.03 6.59 -1.99
H -2.73 4.93 -3.29
H -1.90 2.89 -2.20
H -3.48 0.23 2.81
H -3.55 0.62 5.25
H -2.52 2.64 6.25
H -1.42 4.30 4.75
H -1.31 3.89 2.29
O 0.22 0.17 2.58
S 0.75 1.20 3.52
C 2.23 1.90 2.74
C 1.83 2.85 1.62
C 3.03 3.28 0.77
C 3.93 2.14 0.26
S 3.14 0.99 -0.87
O 1.99 0.33 -0.10
C 4.43 -0.20 -0.94
C 5.47 0.01 -1.84
C 6.52 -0.89 -1.86
C 6.53 -1.98 -1.01
C 5.48 -2.19 -0.12
C 4.41 -1.29 -0.08
C 1.25 0.39 4.96
C 1.39 -1.00 4.94
C 1.83 -1.60 6.10
C 2.08 -0.84 7.24
C 1.91 0.55 7.24
C 1.47 1.18 6.10
H 2.72 0.99 2.40
H 2.82 2.39 3.53
H 1.35 3.74 2.04
H 1.12 2.38 0.98
H 3.66 3.96 1.34
H 2.64 3.85 -0.08
H 4.37 1.53 1.06
H 4.76 2.57 -0.32
H 5.45 0.86 -2.52
H 7.34 -0.74 -2.56
H 7.35 -2.69 -1.04
H 5.49 -3.04 0.54
H 3.57 -1.44 0.58
H 1.18 -1.57 4.05
H 1.97 -2.68 6.13
H 2.42 -1.33 8.15
H 2.11 1.13 8.14
H 1.31 2.26 6.08
C 0.08 -0.56 -4.09
C 0.32 -0.93 -2.66
O -0.27 -0.25 -1.81
C 1.23 -2.06 -2.36
C 1.28 -2.67 -1.10
C 2.10 -3.75 -0.86
C 2.90 -4.25 -1.88
C 2.88 -3.65 -3.13
C 2.04 -2.57 -3.37
H -0.65 0.25 -4.14
H -0.29 -1.42 -4.65
H 1.01 -0.23 -4.56
H 0.66 -2.32 -0.32
H 2.10 -4.23 0.11
H 3.54 -5.11 -1.70
H 3.50 -4.03 -3.93
H 2.03 -2.13 -4.36

The value obtained for the LUMO energy (alpha / beta) is -7.39 / -11.92 eV. Its HOMO-LUMO gap (alpha / beta) is 8.5 / 4.0 eV. Its expectation value of S² is 6.045. Its relative energy (zero: lowest compared OMol25 entry of this formula, charge and spin) is 17.2 kcal/mol. For the highest occupied orbital energy (alpha / beta), the calculation gives -15.841 / -15.922 eV. As for the net charge: +3. Its spin multiplicity is 5. The value obtained for the electronic energy is -147141.8583 eV. The calculation puts the max |F| at 1.238 eV Å⁻¹.


# 3
C42H40DyNP2 | ωB97M-V/def2-TZVPD

Element x y z (Å)
C -1.26 0.29 -3.33
C -0.39 1.27 -2.85
C 0.81 1.56 -3.54
C 1.11 0.85 -4.70
C 0.23 -0.12 -5.20
C -0.97 -0.39 -4.51
P -0.68 1.96 -1.23
C 0.38 3.35 -0.86
C 1.76 3.18 -0.51
C 2.55 4.32 -0.30
C 2.03 5.60 -0.54
C 0.70 5.76 -0.94
C -0.13 4.65 -1.07
Dy 0.85 1.01 1.04
P 1.00 -2.33 0.37
C 2.09 -2.23 -1.05
C 1.87 -3.02 -2.20
C 2.70 -2.89 -3.31
C 3.73 -1.94 -3.31
C 3.96 -1.16 -2.17
C 3.18 -1.34 -1.03
C 1.76 -2.96 1.87
C 1.11 -2.67 3.09
C 1.75 -2.92 4.29
C 3.05 -3.46 4.29
C 3.71 -3.71 3.08
C 3.08 -3.43 1.87
C -0.51 -3.19 -0.05
C -1.71 -2.48 -0.18
C -2.90 -3.17 -0.42
C -2.90 -4.55 -0.63
C -1.69 -5.26 -0.56
C -0.50 -4.59 -0.26
C -2.41 2.30 -0.91
C -3.32 2.52 -1.95
C -4.67 2.70 -1.65
C -5.12 2.64 -0.32
C -4.21 2.40 0.71
C -2.86 2.24 0.43
H 0.13 -2.19 3.08
H 1.25 -2.69 5.24
H 3.54 -3.68 5.24
H 4.73 -4.11 3.08
H 3.61 -3.55 0.92
H 1.05 -3.75 -2.20
H 2.53 -3.52 -4.18
H 4.36 -1.82 -4.20
H 4.76 -0.42 -2.17
H 3.42 -0.79 -0.11
H -1.72 -1.39 -0.07
H -3.84 -2.61 -0.46
H -3.83 -5.07 -0.87
H -1.67 -6.33 -0.75
H 0.44 -5.14 -0.19
H -2.97 2.54 -2.98
H -5.38 2.88 -2.46
H -6.18 2.77 -0.10
H -4.55 2.34 1.75
H -2.16 2.04 1.25
H 2.27 2.19 -0.58
H 3.58 4.21 0.03
H 2.67 6.48 -0.44
H 0.30 6.75 -1.16
H -1.18 4.75 -1.38
H 1.48 2.33 -3.18
H 2.03 1.06 -5.24
H 0.46 -0.64 -6.13
H -1.67 -1.12 -4.92
H -2.18 0.07 -2.78
H 0.59 -1.06 1.06
H -0.60 0.76 -0.37
C -2.45 -0.68 2.90
C -1.60 0.37 3.46
C -1.65 0.93 4.73
C -0.65 1.93 4.80
C 0.00 1.94 3.57
C 1.12 2.81 3.11
N -0.59 1.00 2.72
H -3.42 -0.64 3.43
H -2.03 -1.69 3.07
H -2.65 -0.56 1.83
H -2.37 0.64 5.49
H -0.41 2.58 5.63
H 1.09 3.75 3.68
H 2.12 2.36 3.31
H 1.00 3.16 2.05

The value obtained for the LUMO energy (alpha / beta) is -5.80 / -5.68 eV. Its HOMO-LUMO gap (alpha / beta) is 4.9 / 6.0 eV. Its expectation value of S² is 9.782. For the highest occupied orbital energy (alpha / beta), the calculation gives -10.704 / -11.724 eV. As for the net charge: +2. Its spin multiplicity is 6. The value obtained for the electronic energy is -88337.0198 eV. The calculation puts the max |F| at 2.371 eV Å⁻¹.